This record from the OMol25 dataset describes a single C5H8N2 molecule at a distorted geometry. The level of theory is ωB97M-V with the def2-TZVPD basis set.

Output
- total charge = 0
- max |F| (eV Å⁻¹) = 1.5
- orbital gap (eV) = 7.90
- ΔE to the lowest compared entry with this formula, charge and spin (kJ/mol) = 405.42
- E (eV) = -8290.794

Element x y z (Å)
C 0.53 -2.27 -0.86
N -0.20 -1.07 -0.31
C -1.89 0.07 -0.34
C -1.26 1.15 0.23
C 0.09 1.10 0.48
N 0.87 2.10 1.12
C 0.62 -0.12 0.10
H 0.31 -2.51 -1.90
H 1.63 -2.11 -0.82
H 0.35 -3.16 -0.25
H -2.83 -0.18 0.19
H -1.92 2.01 0.42
H 0.32 2.93 1.27
H 1.67 2.34 0.55
H 1.71 -0.27 0.11